# 1
{
  "formula": "C24H50F12N5O16S4",
  "method": "the ωB97M-V functional and the def2-TZVPD basis",
  "species": ["S", "S", "S", "S", "F", "F", "F", "F", "F", "F", "F", "F", "F", "F", "F", "F", "O", "O", "O", "O", "O", "O", "O", "O", "O", "O", "O", "O", "O", "O", "O", "O", "N", "N", "N", "N", "N", "C", "C", "C", "C", "C", "C", "C", "C", "C", "C", "C", "C", "C", "C", "C", "C", "C", "C", "C", "C", "C", "C", "C", "C", "H", "H", "H", "H", "H", "H", "H", "H", "H", "H", "H", "H", "H", "H", "H", "H", "H", "H", "H", "H", "H", "H", "H", "H", "H", "H", "H", "H", "H", "H", "H", "H", "H", "H", "H", "H", "H", "H", "H", "H", "H", "H", "H", "H", "H", "H", "H", "H", "H", "H"],
  "positions_angstrom": [[-10.702, 16.069, 7.455], [-7.223, 18.387, 11.243], [-11.127, 13.339, 13.952], [-11.919, 9.638, 8.368], [-12.669, 17.505, 8.426], [-10.778, 12.048, 16.286], [-5.590, 17.948, 13.386], [-14.519, 10.056, 8.274], [-5.548, 16.391, 11.925], [-9.963, 14.045, 16.203], [-13.330, 11.831, 8.014], [-8.927, 12.434, 15.186], [-11.837, 18.279, 6.560], [-10.799, 18.549, 8.411], [-7.280, 16.528, 13.258], [-13.531, 10.412, 6.373], [-7.599, 19.583, 11.952], [-10.283, 14.229, 13.222], [-12.411, 13.853, 14.440], [-8.416, 9.756, 9.626], [-11.258, 12.046, 13.250], [-11.566, 15.347, 6.516], [-9.026, 13.151, 6.443], [-12.023, 8.221, 8.047], [-8.330, 17.579, 10.747], [-9.385, 16.422, 6.921], [-7.398, 12.675, 10.885], [-15.082, 9.717, 13.810], [-12.020, 9.925, 9.788], [-6.178, 18.656, 10.250], [-10.580, 15.419, 8.763], [-10.752, 10.287, 7.726], [-5.563, 10.204, 14.197], [-13.995, 11.675, 13.071], [-8.253, 13.742, 4.361], [-8.460, 8.719, 7.559], [-9.431, 13.700, 10.524], [-7.114, 10.170, 14.088], [-6.383, 8.534, 12.552], [-6.376, 17.231, 12.574], [-13.447, 10.551, 7.693], [-5.149, 9.070, 13.251], [-4.684, 13.934, 13.586], [-7.742, 9.410, 8.725], [-14.384, 10.627, 14.093], [-9.050, 7.373, 7.978], [-14.252, 11.233, 11.656], [-7.974, 13.541, 10.300], [-13.799, 10.761, 15.471], [-10.136, 12.929, 15.528], [-7.308, 14.597, 9.486], [-7.663, 15.086, 4.845], [-4.975, 11.487, 13.612], [-9.328, 13.284, 5.303], [-6.274, 9.565, 8.537], [-5.265, 12.787, 14.351], [-10.170, 12.381, 10.229], [-7.408, 9.662, 12.698], [-5.109, 9.916, 15.619], [-11.561, 17.713, 7.725], [-10.728, 13.002, 4.816], [-6.351, 12.935, 14.418], [-9.147, 9.350, 7.106], [-14.491, 12.531, 13.327], [-8.478, 15.804, 4.910], [-5.115, 14.151, 12.606], [-7.754, 8.594, 6.831], [-8.364, 6.774, 8.570], [-9.938, 14.343, 9.878], [-6.785, 7.592, 12.923], [-5.335, 11.524, 12.584], [-12.790, 11.167, 15.375], [-7.461, 11.149, 14.408], [-11.170, 13.985, 4.634], [-4.727, 14.885, 14.115], [-4.480, 9.496, 12.510], [-6.279, 8.380, 11.476], [-6.170, 10.517, 7.998], [-5.721, 10.581, 16.220], [-5.066, 12.715, 15.423], [-10.773, 12.286, 3.990], [-7.190, 14.950, 5.811], [-8.424, 9.275, 12.629], [-3.898, 11.313, 13.583], [-11.212, 12.685, 10.230], [-11.281, 12.464, 5.582], [-9.696, 14.090, 11.440], [-6.919, 15.360, 4.101], [-12.977, 11.852, 13.200], [-7.492, 13.071, 4.453], [-7.384, 9.398, 14.809], [-4.036, 10.068, 15.686], [-9.929, 11.972, 9.253], [-5.745, 8.814, 7.956], [-7.323, 10.385, 11.888], [-7.644, 15.618, 9.709], [-5.302, 8.862, 15.799], [-14.299, 11.579, 16.002], [-9.965, 7.598, 8.523], [-4.726, 8.281, 13.866], [-13.730, 10.300, 11.465], [-5.785, 9.790, 9.482], [-9.253, 6.863, 7.041], [-15.310, 11.036, 11.501], [-3.643, 13.819, 13.261], [-8.536, 13.849, 3.387], [-9.858, 11.767, 11.067], [-7.476, 14.394, 8.428], [-13.893, 12.023, 11.004], [-13.955, 9.856, 16.043], [-6.243, 14.606, 9.715]],
  "atomic_forces_ev_per_a": [[0.9, -0.5, -0.6], [0.6, 1.0, -0.9], [-1.1, -0.5, 0.7], [0.1, -0.3, 0.6], [-0.5, 0.0, -0.2], [0.2, -0.3, 0.1], [-0.4, -0.4, 0.4], [-0.6, -0.1, 0.0], [0.0, -0.8, 0.0], [0.2, 0.0, 0.3], [-0.1, 0.4, -0.2], [-0.2, -0.1, 0.3], [-0.3, -0.1, -0.4], [0.2, -0.1, 0.0], [0.4, -0.2, 0.3], [-0.2, 0.2, -0.1], [-0.2, -0.5, 0.7], [0.7, 0.8, -0.2], [1.3, -0.7, -0.3], [0.2, 0.0, 0.3], [-0.3, -0.2, 0.5], [0.4, 0.5, 0.5], [1.1, 0.1, -0.3], [-0.2, 0.8, -0.3], [0.4, -0.6, 0.3], [-0.7, -0.1, -0.2], [-0.2, -0.8, 0.1], [-0.4, 0.1, -1.1], [0.0, 0.2, -0.3], [-0.3, -1.1, 0.8], [-0.6, 0.3, -0.1], [-0.4, -0.1, -0.3], [-0.4, -0.6, -0.9], [-0.6, -1.0, 0.0], [0.7, 1.1, 0.6], [1.4, -0.3, -0.4], [-1.2, -0.8, -1.8], [1.0, 0.3, 0.5], [-1.1, 0.4, -0.9], [-0.4, 2.1, -1.9], [1.7, -0.9, 0.3], [0.0, -0.5, 0.2], [1.2, 1.2, -0.8], [-0.6, -0.3, -0.1], [0.1, -0.7, 1.4], [-0.3, 0.6, -0.6], [-0.2, 0.1, 0.2], [0.4, 1.8, 0.6], [0.0, 1.7, -0.5], [-0.7, 0.8, -1.4], [0.2, 0.2, 0.0], [0.0, 0.0, -0.6], [0.0, -0.1, 0.6], [-2.1, -1.2, 1.4], [0.2, 1.1, -0.1], [-1.7, -0.8, 0.1], [0.4, 1.0, 1.3], [-0.4, -0.2, 0.1], [-0.5, 0.3, -1.3], [0.7, -0.4, 0.7], [0.6, -0.2, -0.4], [-0.1, 0.0, -0.5], [-1.0, 0.0, 1.0], [0.2, 0.2, -0.2], [0.1, 0.0, 0.2], [-0.8, -0.4, 0.3], [0.0, -0.4, 0.1], [0.3, 0.4, 0.0], [1.0, 0.8, -0.6], [0.3, 0.1, 0.5], [-0.1, 0.2, 0.0], [0.2, -0.6, 0.3], [-0.2, -0.2, -0.2], [-0.4, -0.2, -0.2], [-0.1, -0.1, 0.2], [0.4, -0.2, 0.3], [0.6, -0.1, 0.1], [0.0, -0.1, -0.2], [0.4, -0.1, 0.5], [1.0, 0.2, -0.2], [0.3, 0.6, -0.6], [-0.3, -0.1, 0.1], [0.0, 0.1, 0.1], [0.0, 0.0, 0.0], [-0.1, -0.5, 0.2], [0.2, 0.5, 0.5], [0.4, -0.4, 0.7], [-0.1, 0.1, 0.0], [0.4, 0.2, -0.1], [-0.1, -0.2, -0.4], [-0.3, 0.2, 0.1], [0.0, 0.4, 0.1], [0.3, 0.2, 0.0], [-0.2, -0.2, 0.1], [0.2, 0.3, 0.3], [-0.5, -0.1, 0.0], [-0.3, 0.1, 0.3], [-0.2, 0.0, -0.1], [0.0, -0.1, -0.1], [0.6, 0.2, -0.2], [0.3, 0.2, 0.1], [-0.1, -0.4, 0.1], [-0.3, -0.1, 0.2], [0.0, 0.2, 0.2], [0.2, -0.3, 0.7], [-0.2, -0.2, 0.0], [-0.6, -0.6, -0.3], [-0.1, 0.1, -0.1], [0.0, -0.1, -0.1], [0.3, -0.2, -0.2], [0.0, -0.4, -0.1]],
  "mulliken_charge": [1.402, 1.163, 1.150, 0.949, -0.210, -0.248, -0.242, -0.218, -0.247, -0.211, -0.177, -0.354, -0.202, -0.180, -0.193, -0.231, -0.666, -0.667, -0.688, -0.227, -0.914, -0.752, -0.346, -0.697, -0.552, -0.743, -0.270, -0.437, -0.570, -0.719, -0.993, -0.773, 0.399, 0.360, -0.001, 0.187, 0.669, -0.801, -0.580, 0.521, 0.559, -0.523, -1.476, 0.369, 0.642, -0.664, -1.032, 0.341, -0.790, 0.494, -0.436, -0.802, -0.761, 0.219, -1.101, 0.455, -0.783, 0.497, -1.083, 0.346, -0.795, -0.121, 0.230, 0.478, 0.381, 0.153, 0.490, 0.282, 0.386, 0.376, 0.134, 0.047, 0.248, 0.378, 0.398, 0.265, 0.254, 0.318, 0.406, 0.412, 0.470, 0.244, 0.803, 0.527, 0.445, -0.022, 0.413, 0.417, -0.142, 0.379, 0.448, 0.335, 0.197, 0.455, -0.626, 0.155, 0.484, 0.339, 0.272, 0.264, 0.367, 0.163, 0.382, 0.410, 0.373, 0.404, 0.302, -0.357, 0.413, 0.397, 0.408],
  "e_above_lowest_kj_mol": 0.0,
  "e_homo_ev": -9.0,
  "homo_lumo_gap_ha": 0.1966,
  "charge": 1,
  "energy_ev": -141851.487
}

***

# 2
{
  "formula": "C6H14N4",
  "method": "the ωB97M-V functional and the def2-TZVPD basis",
  "species": ["N", "N", "N", "N", "C", "C", "C", "C", "C", "C", "H", "H", "H", "H", "H", "H", "H", "H", "H", "H", "H", "H", "H", "H"],
  "positions_angstrom": [[-1.313, 1.840, 0.788], [5.152, -0.361, 0.289], [2.310, 1.465, -1.350], [-1.155, 0.985, -0.147], [2.486, 0.711, -0.480], [-3.291, -0.260, 0.713], [2.804, -0.149, 0.522], [4.035, -0.704, 0.897], [-1.161, -1.303, -0.626], [-2.050, -0.149, -0.285], [-2.453, 0.259, -1.222], [-3.740, 0.712, 0.755], [-0.265, -0.861, -0.965], [-1.927, 1.674, 1.587], [-0.698, 2.634, 0.638], [-4.008, -1.023, 0.266], [-0.866, -1.936, 0.242], [1.991, -0.621, 1.012], [4.140, -1.480, 1.741], [2.158, 1.560, -2.396], [-1.732, -1.860, -1.418], [-2.962, -0.464, 1.657], [5.126, 0.393, -0.335], [6.025, -0.734, 0.486]],
  "atomic_forces_ev_per_a": [[0.8, -2.4, -2.7], [-2.1, -0.3, 0.9], [-0.5, 0.7, -1.9], [-0.8, 1.9, 2.3], [1.2, -0.8, -0.1], [0.6, -0.2, -4.0], [-0.5, -0.6, 0.7], [1.4, -0.2, 0.0], [-1.3, -1.7, 0.0], [-1.4, 1.3, 1.6], [-0.3, -0.3, -0.5], [-0.8, 0.5, -0.2], [1.1, 0.0, -1.1], [-0.2, 0.4, 0.0], [-0.2, 0.4, 0.8], [0.9, 1.0, 0.9], [-0.7, 0.3, -0.5], [-0.9, 0.0, 0.4], [-0.5, 1.3, -1.5], [0.3, -0.2, 1.9], [1.2, 0.0, 0.8], [0.7, -1.2, 2.6], [0.2, 1.0, -1.2], [1.7, -0.9, 0.6]],
  "mulliken_charge": [-0.153, -0.241, -0.183, -0.017, 0.368, -1.476, -0.487, 0.076, -1.118, 0.716, 0.202, 0.490, 0.322, 0.289, 0.295, 0.339, 0.303, 0.332, 0.348, 0.383, 0.327, 0.471, 0.182, 0.232],
  "e_above_lowest_kj_mol": 412.2,
  "e_homo_ev": -16.9,
  "homo_lumo_gap_ha": 0.3002,
  "charge": 2,
  "energy_ev": -12389.667
}

***

# 3
{
  "formula": "C59H43Cl4Ge2N4Sn",
  "method": "the ωB97M-V functional and the def2-TZVPD basis",
  "species": ["Sn", "Ge", "Ge", "Cl", "Cl", "Cl", "Cl", "N", "N", "N", "N", "C", "C", "C", "C", "C", "C", "C", "C", "C", "C", "C", "C", "C", "C", "C", "C", "C", "C", "C", "C", "C", "C", "C", "C", "C", "C", "C", "C", "C", "C", "C", "C", "C", "C", "C", "C", "C", "C", "C", "C", "C", "C", "C", "C", "C", "C", "C", "C", "C", "C", "C", "C", "C", "C", "C", "C", "C", "C", "C", "H", "H", "H", "H", "H", "H", "H", "H", "H", "H", "H", "H", "H", "H", "H", "H", "H", "H", "H", "H", "H", "H", "H", "H", "H", "H", "H", "H", "H", "H", "H", "H", "H", "H", "H", "H", "H", "H", "H", "H", "H", "H", "H"],
  "positions_angstrom": [[-0.351, 0.008, 0.080], [3.409, -0.858, 2.162], [2.735, 0.047, -0.166], [-2.046, -6.390, 6.936], [-1.095, -6.799, -6.446], [-1.935, 6.763, -6.466], [-1.685, 6.568, 6.705], [-1.286, 2.037, 0.025], [-1.356, -0.039, 2.111], [-1.237, -0.016, -2.008], [-1.138, -2.093, 0.070], [-2.303, -3.770, -4.174], [-1.500, 1.062, 2.900], [-2.774, 3.591, -4.214], [2.807, 4.047, -1.728], [-0.638, 5.324, -4.592], [-1.710, 4.160, 0.717], [0.024, -5.230, -4.560], [-1.626, 3.446, -3.436], [-1.512, -1.134, 2.906], [-1.807, 5.487, -5.328], [3.906, 4.028, 0.408], [2.504, 2.703, -1.596], [-2.704, 3.578, 4.293], [-0.754, -5.288, 4.844], [-0.495, 4.302, 3.667], [-1.178, -3.498, -3.400], [-1.533, -4.238, 0.718], [-1.575, 3.438, 3.487], [-1.720, -0.712, 4.257], [-1.664, -3.494, 3.520], [-1.498, 0.629, -4.177], [2.600, 0.344, 3.529], [-1.436, 2.820, 1.127], [-2.875, 4.616, -5.135], [-0.565, 4.331, -3.636], [-1.467, 2.827, -1.069], [-1.216, -2.880, -1.037], [3.600, 2.687, 0.541], [5.389, -0.999, 2.254], [3.790, -3.179, -2.636], [3.542, -2.325, -1.577], [-1.253, -1.122, -2.801], [-2.283, -4.789, -5.104], [-0.521, 5.256, 4.661], [2.828, -1.142, -1.764], [2.910, 2.007, -0.462], [-1.393, -0.725, -4.168], [-1.706, 0.648, 4.255], [3.512, 4.708, -0.733], [-1.464, -4.231, -0.638], [-0.641, -4.401, 3.795], [-1.495, 2.400, -2.403], [-1.482, 2.391, 2.460], [-1.737, 4.163, -0.641], [-1.335, -2.893, 1.155], [3.326, -2.854, -3.902], [-1.118, -5.523, -5.299], [-2.972, -4.452, 5.303], [-1.479, -2.469, 2.482], [2.515, -2.626, 2.223], [-1.192, -2.448, -2.367], [-1.413, 1.065, -2.818], [-1.652, 5.385, 5.461], [-2.836, -3.541, 4.278], [2.594, -1.692, -4.097], [2.340, -0.842, -3.034], [-2.753, 4.558, 5.261], [-1.917, -5.308, 5.609], [-0.017, -4.241, -3.599], [3.920, -2.565, -0.589], [5.884, -0.037, 2.157], [-3.781, 4.742, -5.705], [3.759, 5.751, -0.847], [-3.639, 4.687, 5.860], [2.570, -0.213, 4.462], [0.935, -5.776, -4.744], [0.265, -4.378, 3.213], [0.333, 4.209, -3.052], [-1.870, -1.366, 5.094], [-3.559, 2.941, 4.125], [1.443, -2.505, 2.077], [-1.408, -1.391, -5.007], [4.456, 4.535, 1.185], [3.201, 1.236, 3.675], [-1.616, 1.270, -5.028], [0.059, -5.954, 5.079], [2.684, -3.082, 3.194], [-3.605, 2.919, -4.063], [3.914, 2.143, 1.427], [-1.834, 1.304, 5.094], [5.658, -1.420, 3.219], [0.377, 4.193, 3.041], [-1.963, 4.987, -1.285], [4.346, -4.091, -2.471], [5.760, -1.663, 1.478], [1.960, 2.196, -2.382], [2.515, 4.587, -2.616], [1.583, 0.641, 3.278], [0.864, -4.010, -3.020], [1.760, 0.055, -3.202], [-3.652, -2.879, 4.033], [2.230, -1.446, -5.084], [-1.737, -5.067, 1.366], [-1.900, 4.973, 1.387], [-1.621, -5.057, -1.301], [-3.885, -4.502, 5.873], [-3.168, -5.013, -5.676], [0.328, 5.899, 4.822], [3.538, -3.510, -4.732], [2.895, -3.300, 1.462], [-3.203, -3.196, -4.014], [0.202, 5.974, -4.777]],
  "atomic_forces_ev_per_a": [[0.1, -0.1, -0.1], [-0.1, 0.1, -0.3], [-0.7, 0.2, -0.1], [0.0, -0.1, 0.0], [0.0, -0.1, -0.1], [0.0, 0.1, -0.1], [0.0, 0.1, 0.0], [0.2, -1.2, 0.1], [0.0, 0.1, -1.2], [-0.1, -0.1, 1.1], [0.1, 1.1, 0.0], [0.2, 0.1, 0.3], [0.1, -0.2, 0.3], [0.2, -0.1, 0.3], [0.0, 0.1, 0.0], [-0.2, 0.2, -0.2], [0.1, -0.1, -0.1], [-0.1, -0.2, -0.2], [0.0, 0.4, -0.3], [0.1, 0.2, 0.3], [0.0, -0.4, 0.3], [0.0, 0.1, 0.0], [-0.1, -0.2, -0.1], [0.2, 0.0, -0.2], [-0.2, -0.1, 0.2], [-0.2, -0.2, 0.0], [0.0, -0.3, -0.3], [0.1, 0.1, 0.0], [0.0, 0.3, 0.3], [0.0, 0.1, -0.1], [-0.1, -0.3, 0.3], [0.0, -0.1, 0.1], [0.3, -0.3, -0.5], [0.0, 0.3, -0.1], [0.1, 0.2, -0.1], [-0.1, -0.2, 0.0], [0.0, 0.2, 0.2], [0.1, -0.3, 0.3], [-0.1, -0.4, 0.1], [-0.6, 0.1, -0.1], [0.0, -0.1, -0.1], [0.0, 0.2, 0.3], [0.1, 0.2, -0.2], [0.1, -0.1, -0.1], [-0.2, 0.2, 0.2], [0.0, 0.4, 0.8], [0.0, -0.9, 0.2], [0.0, 0.1, 0.1], [0.0, -0.1, -0.1], [0.0, 0.0, 0.1], [0.1, 0.0, 0.1], [-0.1, 0.2, -0.1], [0.1, 0.0, 0.0], [0.0, 0.0, 0.0], [0.1, -0.1, 0.1], [0.0, -0.2, -0.1], [0.0, 0.0, 0.1], [0.0, 0.3, 0.3], [0.1, -0.2, 0.2], [0.0, 0.0, 0.0], [0.2, 0.5, -0.1], [0.0, 0.0, -0.1], [0.2, -0.1, -0.2], [0.0, -0.2, -0.2], [0.2, 0.0, -0.2], [0.0, 0.0, -0.1], [-0.1, 0.2, 0.0], [0.1, 0.2, 0.1], [0.1, 0.2, -0.2], [-0.1, 0.2, 0.1], [0.0, -0.1, -0.1], [-0.1, 0.1, 0.0], [-0.1, 0.0, -0.1], [0.0, 0.1, 0.0], [-0.1, 0.0, 0.1], [0.0, 0.0, 0.1], [0.1, -0.1, 0.0], [0.1, 0.0, -0.1], [0.1, 0.0, 0.1], [0.0, 0.0, 0.1], [-0.1, -0.1, 0.0], [-0.1, 0.0, 0.0], [0.0, -0.1, -0.2], [0.0, 0.1, 0.0], [0.1, 0.1, 0.0], [0.0, 0.1, -0.2], [0.1, -0.1, 0.1], [0.0, 0.0, 0.2], [-0.1, -0.1, 0.0], [0.1, 0.1, 0.0], [0.0, 0.0, 0.1], [0.0, -0.1, 0.1], [0.2, 0.0, -0.1], [0.0, 0.2, -0.2], [0.1, 0.0, 0.0], [0.0, 0.0, -0.1], [0.0, 0.0, -0.1], [0.0, 0.0, -0.1], [-0.1, 0.0, -0.1], [0.1, 0.0, 0.1], [0.0, 0.1, 0.0], [-0.1, 0.1, 0.0], [0.0, 0.0, -0.1], [-0.1, -0.2, 0.1], [-0.1, 0.2, 0.1], [0.0, -0.2, -0.2], [-0.1, 0.0, 0.1], [-0.1, -0.1, -0.1], [0.1, 0.1, 0.0], [0.0, 0.0, -0.1], [0.1, 0.0, -0.1], [-0.2, 0.0, 0.0], [0.1, 0.1, 0.0]],
  "mulliken_spin": [0.003, 0.000, 0.004, 0.004, 0.002, 0.002, 0.003, 0.081, 0.098, 0.104, 0.082, 0.027, -0.021, 0.035, 0.002, -0.003, 0.005, 0.000, 0.070, -0.004, 0.011, 0.000, 0.002, 0.028, -0.007, 0.034, 0.068, 0.005, 0.053, 0.012, 0.053, 0.015, -0.003, 0.007, -0.003, 0.014, -0.006, 0.006, 0.002, 0.000, 0.000, 0.004, -0.016, -0.002, -0.005, -0.008, -0.002, 0.006, 0.018, 0.001, 0.011, 0.033, -0.003, 0.030, 0.010, 0.014, 0.003, 0.008, -0.006, -0.005, 0.005, -0.004, -0.010, 0.014, 0.030, -0.006, 0.008, -0.005, 0.017, 0.033, 0.000, 0.000, 0.000, 0.000, 0.000, 0.000, 0.000, 0.003, 0.009, 0.002, 0.003, -0.001, 0.002, 0.000, 0.000, 0.003, 0.000, 0.000, 0.002, 0.000, 0.002, 0.000, 0.000, 0.003, 0.000, 0.000, -0.004, 0.001, 0.002, -0.001, 0.003, 0.002, 0.000, 0.003, 0.004, 0.003, 0.000, 0.000, 0.000, 0.000, 0.000, 0.002, 0.000],
  "e_homo_ev": [-12.4, -12.9],
  "homo_lumo_gap_ha": [0.2081, 0.1768],
  "spin_multiplicity": 2,
  "charge": 2,
  "energy_ev": -236782.708
}